Here is a structure of composition C47H110AsF6N6O6 from OMol25. Energies are from the ωB97M-V functional and the def2-TZVPD basis.

Output
- strongest force on any atom (eV/A) = 3.66
- molecular weight (u) = 1044.34
- energy above the lowest of the compared OMol25 structures with the same formula, charge and spin (kJ/mol) = 0.00
- lowest unoccupied orbital energy (eV) = -12.222
- 2S+1 = 1
- total charge = +5
- E_tot (eV) = -148840.4006

Last column: Löwdin charge in e.
CARTESIAN COORDINATES (ANGSTROEM)
As 0.5811 -0.0388 0.1145  0.88
F -0.4192 1.4259 0.3400  -0.28
F -0.4455 -0.9226 1.2987  -0.29
F 1.4724 -1.6021 -0.0008  -0.29
F 1.6579 0.6788 -1.0396  -0.25
F 1.6729 0.3980 1.4143  -0.26
F -0.3874 -0.6307 -1.3087  -0.30
C -3.2129 2.7384 -1.4536  0.01
C -4.5882 3.3306 -1.0149  -0.40
C -5.7122 2.3343 -1.4677  -0.08
C -5.9665 1.1370 -0.5120  -0.20
C -6.1799 1.5891 0.8855  -0.11
C -4.8952 2.3672 1.3661  -0.40
N -4.6375 3.5168 0.4503  0.02
O -4.4354 4.6355 0.9169  0.22
C -3.6436 1.4529 1.4909  0.01
C -5.2447 3.0170 2.7404  0.00
C -4.8179 4.6536 -1.7651  0.00
H -2.3596 3.2790 -1.0437  0.08
H -3.1947 2.6706 -2.5389  0.10
H -3.0729 1.7113 -1.1154  0.07
H -5.6601 1.8785 -2.4542  0.14
H -6.6572 2.8751 -1.3926  0.13
H -5.2979 0.2728 -0.5322  0.11
H -6.9006 0.6670 -0.8315  0.13
H -6.3742 0.7825 1.5898  0.15
H -7.0495 2.2428 0.7910  0.14
H -2.7584 2.0826 1.3975  0.08
H -3.5486 0.6960 0.7150  0.08
H -3.7275 0.9776 2.4659  0.11
H -4.3959 3.5232 3.1930  0.09
H -5.6807 2.2309 3.3546  0.11
H -6.0598 3.7097 2.5315  0.10
H -4.2613 4.6743 -2.7003  0.10
H -4.3636 5.5264 -1.2892  0.09
H -5.8520 4.9809 -1.8587  0.11
C -4.1487 -7.2515 -4.4106  0.01
C -2.8631 -6.6465 -4.8731  -0.41
C -2.9653 -5.8877 -6.2579  -0.12
C -3.6959 -4.6016 -6.2294  -0.19
C -3.1653 -3.5806 -5.2156  -0.11
C -3.0705 -4.1476 -3.7488  -0.38
N -2.4602 -5.5774 -3.8759  0.04
O -1.7747 -5.8638 -2.9267  0.20
C -4.5050 -4.2307 -3.1681  0.00
C -2.1214 -3.2667 -2.9044  -0.03
C -1.6623 -7.6328 -4.9559  0.01
H -3.9687 -7.7882 -3.4787  0.11
H -4.5604 -7.9857 -5.1065  0.13
H -5.0118 -6.5870 -4.3762  0.09
H -3.4218 -6.5506 -6.9962  0.15
H -1.9825 -5.7886 -6.7261  0.13
H -4.7719 -4.7700 -6.1384  0.12
H -3.6857 -4.0718 -7.1844  0.14
H -3.9015 -2.7781 -5.2850  0.13
H -2.2177 -3.1275 -5.5103  0.12
H -4.7427 -5.0282 -2.4649  0.10
H -5.2678 -4.3302 -3.9411  0.09
H -4.7446 -3.2694 -2.7136  0.10
H -2.4984 -2.2651 -2.6999  0.09
H -1.1138 -3.3157 -3.3123  0.09
H -2.1012 -3.5998 -1.8639  0.08
H -1.6431 -8.1816 -5.8949  0.11
H -1.6790 -8.3254 -4.1153  0.10
H -0.7400 -7.0587 -4.8680  0.09
C 0.1068 -2.0149 4.1115  -0.07
C 0.4389 -3.5452 4.1937  -0.13
N 0.9772 -4.2506 2.9669  -0.22
C 1.1671 -5.6830 3.4025  0.01
C -0.0888 -4.1517 1.8217  -0.12
C 0.3154 -4.9409 0.5742  -0.04
C 2.3407 -3.7258 2.4881  -0.05
C 3.6040 -3.9592 3.4210  -0.18
O 3.4251 -3.5324 4.7262  -0.16
C 3.3315 -2.1317 4.9716  -0.08
H -0.8577 -1.8638 3.6250  0.07
H 0.7075 -1.4472 3.3960  0.03
H 0.1982 -1.4868 5.0575  0.08
H -0.5025 -4.0136 4.4760  0.14
H 1.1766 -3.6788 4.9808  0.12
H 1.7333 -5.8168 4.3207  0.12
H 1.5632 -6.2985 2.5952  0.11
H 0.2248 -6.2109 3.5651  0.12
H -0.2464 -3.1024 1.5911  0.09
H -0.9769 -4.6430 2.2173  0.14
H 0.2557 -5.9829 0.8896  0.08
H 1.3167 -4.7235 0.2166  0.06
H -0.4911 -4.7623 -0.1352  0.08
H 2.2032 -2.6466 2.5353  0.10
H 2.5320 -4.1279 1.5001  0.11
H 4.5047 -3.5490 2.9552  0.14
H 3.7953 -5.0316 3.3512  0.13
H 3.0192 -1.9436 5.9977  0.11
H 2.6800 -1.6133 4.2661  0.05
H 4.2769 -1.5842 4.9094  0.10
C -0.0259 2.0202 3.6008  -0.06
C 1.0286 1.7521 4.6842  -0.15
N 1.7022 2.9931 5.2341  -0.23
C 2.7587 2.5753 6.2217  0.03
C 2.1887 3.9199 4.1124  -0.17
C 3.3275 4.8398 4.4819  -0.07
C 0.6405 3.8579 5.9454  -0.06
C -0.0307 3.3053 7.2508  -0.16
O 0.8565 3.3078 8.3515  -0.21
C 1.1729 4.5641 8.9354  -0.08
H -0.9361 2.2970 4.1329  0.08
H -0.2496 1.0768 3.1006  0.06
H 0.2768 2.6677 2.7810  0.06
H 1.8134 1.1560 4.2168  0.12
H 0.5757 1.2261 5.5214  0.13
H 3.3514 3.4056 6.5926  0.11
H 3.3595 1.7414 5.8576  0.11
H 2.3024 2.1026 7.0910  0.11
H 1.4436 4.6295 3.7583  0.11
H 2.5888 3.2309 3.3690  0.14
H 4.1653 4.2117 4.7982  0.09
H 3.3553 5.5886 5.2755  0.10
H 3.7505 5.3665 3.6260  0.07
H -0.1386 4.0637 5.2128  0.12
H 1.1293 4.8113 6.1423  0.13
H -0.4126 2.2853 7.2249  0.13
H -0.8338 3.9910 7.5348  0.14
H 0.2912 5.1204 9.2604  0.10
H 1.7796 5.2815 8.3732  0.08
H 1.7881 4.3035 9.7947  0.11
C 3.9029 -1.4647 -7.2702  -0.06
C 4.0040 -1.6445 -5.7633  -0.11
N 3.1465 -0.5289 -5.0272  -0.24
C 3.5545 0.8681 -5.5862  0.05
C 1.6566 -0.7721 -5.2556  -0.14
C 0.7886 0.3908 -4.6615  -0.04
C 3.4921 -0.5222 -3.5544  -0.12
C 3.1777 -1.8228 -2.8834  -0.23
O 4.1191 -2.8398 -3.0820  -0.17
C 4.4349 -3.5808 -1.8947  -0.06
H 4.3365 -2.3509 -7.7354  0.10
H 4.4996 -0.6498 -7.6830  0.09
H 2.9227 -1.3213 -7.7218  0.08
H 4.9641 -1.6780 -5.2510  0.14
H 3.6220 -2.6348 -5.5108  0.12
H 3.2243 1.5780 -4.8348  0.09
H 3.0164 0.8883 -6.5303  0.11
H 4.6298 0.8807 -5.7456  0.12
H 1.3648 -1.7832 -4.9803  0.12
H 1.5708 -0.8233 -6.3406  0.11
H 0.7143 0.2550 -3.5840  0.05
H -0.1844 0.1407 -5.0948  0.08
H 0.9090 1.4061 -5.0310  0.08
H 3.1395 0.3466 -2.9968  0.11
H 4.5461 -0.2349 -3.4909  0.15
H 2.1362 -2.0900 -3.0699  0.13
H 3.2847 -1.4519 -1.8581  0.12
H 4.7959 -4.5629 -2.1938  0.10
H 3.6329 -3.7640 -1.1755  0.07
H 5.2179 -3.0668 -1.3335  0.10
C 0.2359 5.8651 -0.3911  0.00
N 1.7474 5.6740 -0.3995  -0.33
C 2.0199 4.1334 -0.5077  0.05
C 2.3798 6.4261 -1.5855  0.07
C 2.2358 6.1737 0.9792  -0.10
C 3.6640 6.5702 1.0466  -0.25
O 4.5163 5.4559 0.9023  -0.05
H -0.2154 5.3978 0.4824  0.10
H -0.2085 5.5488 -1.3320  0.11
H 0.0433 6.9298 -0.2542  0.11
H 3.1027 4.1238 -0.4086  0.10
H 1.6193 3.7607 -1.4476  0.10
H 1.4616 3.6936 0.3158  0.08
H 1.9816 7.4275 -1.4388  0.12
H 1.8153 5.9627 -2.3943  0.11
H 3.4382 6.1958 -1.6482  0.12
H 1.7571 5.6872 1.8281  0.12
H 1.6507 7.0965 1.0575  0.14
H 3.8718 7.1229 1.9679  0.14
H 3.9840 7.3136 0.3110  0.13
H 5.4306 5.6902 1.0920  0.12